C24H42ClMgN6O4 | ωB97M-V/def2-TZVPD

Element x y z (Å)
Mg1 0.11435 0.85726 -4.25472
Cl1 -0.21921 -0.46184 -1.15727
O1 -0.80963 0.82319 -0.73645
O2 -0.87288 -1.36277 -0.22633
O3 -0.46219 -0.65582 -2.54672
O4 1.14814 -0.39116 -1.03649
C1 -1.36817 0.10809 3.13120
C2 -2.50346 -0.83993 3.59234
C3 -2.38171 -2.36252 3.13166
C4 -0.98816 -2.80887 3.25021
N1 0.08142 -3.26324 3.43305
H1 -1.40498 1.11973 3.53534
H2 -1.11490 0.19494 2.07460
H3 -0.40059 -0.29181 3.43449
H4 -3.51415 -0.45738 3.44998
H5 -2.38108 -0.79743 4.67462
H6 -2.64081 -2.32165 2.07369
H7 -3.08055 -3.02064 3.64799
C5 4.59380 3.86078 0.24293
C6 3.20041 3.95348 -0.44467
C7 2.81674 2.53941 -0.95663
C8 1.78381 2.58439 -2.00644
N2 0.85806 2.56969 -2.81201
H8 4.93552 4.76787 0.74146
H9 5.41591 3.68550 -0.45098
H10 4.58655 3.00762 0.92128
H11 3.36700 4.67854 -1.24131
H12 2.42558 4.44007 0.14775
H13 2.50154 1.88183 -0.14649
H14 3.67088 2.03780 -1.41153
C9 -4.20125 -1.50874 -1.63468
C10 -4.60998 -1.64991 -0.09738
C11 -4.56714 -0.30778 0.62469
C12 -5.34744 0.68832 -0.12623
N3 -5.92674 1.54390 -0.65171
H15 -3.30184 -0.90094 -1.73332
H16 -4.92066 -0.99244 -2.27026
H17 -4.03143 -2.48339 -2.09220
H18 -3.94056 -2.43750 0.24859
H19 -5.65953 -1.92756 -0.00019
H20 -3.56295 0.09902 0.74385
H21 -4.97776 -0.40329 1.62986
C13 3.36456 -1.83920 2.90997
C14 2.59396 -0.59530 2.30401
C15 2.74098 0.71328 3.13499
C16 2.97956 0.51403 4.57407
N4 3.20338 0.34768 5.73215
H22 3.62416 -2.66807 2.25142
H23 2.82575 -2.31966 3.72663
H24 4.29438 -1.50380 3.36936
H25 1.54017 -0.72791 2.05897
H26 2.98315 -0.41783 1.30144
H27 1.80043 1.26386 3.15327
H28 3.65252 1.22176 2.82093
C17 4.21393 -5.08317 -2.90924
C18 3.60717 -4.04841 -1.90060
C19 2.41721 -3.29030 -2.37936
C20 1.22406 -4.05173 -2.78129
N5 0.27702 -4.64627 -3.13203
H29 5.11986 -5.44319 -2.42162
H30 4.61001 -4.48948 -3.73311
H31 3.58295 -5.91849 -3.21287
H32 4.38606 -3.30727 -1.72132
H33 3.29502 -4.47480 -0.94726
H34 2.73393 -2.60023 -3.16141
H35 2.10675 -2.63420 -1.56619
C21 -2.37707 4.61869 -1.22015
C22 -3.59332 4.00817 -1.89681
C23 -3.47934 2.49408 -2.34248
C24 -2.47105 2.13283 -3.38037
N6 -1.59902 1.87567 -4.06986
H36 -2.39911 5.67250 -0.94249
H37 -1.51695 4.70442 -1.88419
H38 -1.98619 4.07818 -0.35808
H39 -3.95695 4.61530 -2.72583
H40 -4.44322 4.01362 -1.21436
H41 -4.48308 2.15813 -2.60276
H42 -3.18186 1.83234 -1.52903

Forces on the atoms, in the same order (eV/Å):
Mg 0.8 -0.4 0.4
Cl -4.7 3.1 3.9
O 0.5 0.1 -1.2
O 1.0 -1.3 -1.7
O -1.3 -0.9 -2.4
O 4.5 -0.5 1.1
C 0.7 -0.5 -0.7
C 0.9 -0.2 0.9
C 0.2 2.3 -0.5
C 2.4 -1.8 0.8
N -2.9 1.5 -0.6
H -0.5 -0.1 0.1
H -1.0 0.0 -0.5
H 0.0 -0.2 0.8
H 0.1 -0.1 -0.5
H -0.2 -0.4 0.2
H 0.1 -0.5 -0.1
H 0.2 0.1 0.1
C -0.4 -0.2 0.1
C 1.5 0.3 -0.3
C -0.2 0.8 -0.5
C -5.9 -0.4 -4.2
N 6.2 -0.1 4.7
H -0.6 0.0 0.3
H -0.3 -0.3 -0.5
H 0.2 0.2 0.4
H -0.3 -0.3 -0.6
H 0.0 -0.5 0.4
H -0.4 0.1 0.0
H 0.2 0.1 0.0
C -0.4 0.2 0.8
C 0.0 0.3 -2.3
C 0.4 0.0 0.0
C -0.6 1.1 0.0
N 0.6 -1.1 0.5
H 0.3 -0.3 0.2
H -0.5 0.0 0.3
H 0.1 0.0 0.2
H -0.2 0.3 0.7
H 0.1 -0.7 -0.2
H 0.2 0.0 -0.1
H -0.2 0.1 0.0
C -0.6 0.6 0.4
C 0.6 -0.8 -0.1
C 0.2 -1.1 0.8
C 1.0 -1.2 4.6
N -0.9 0.8 -4.6
H -0.2 0.4 -0.5
H -0.3 0.3 0.0
H 0.1 0.2 -0.2
H -0.1 -0.6 0.6
H 0.4 0.3 0.0
H 0.3 0.6 -0.8
H -0.4 0.6 -0.3
C 0.4 1.2 1.2
C 0.3 -1.4 -0.3
C -0.8 1.1 -0.2
C -1.7 -1.3 -1.0
N 2.3 1.4 0.9
H -0.1 -0.5 0.0
H -0.4 -0.3 -0.5
H -0.1 0.3 0.0
H 0.0 0.0 0.3
H 0.5 -0.4 0.1
H -0.4 -0.1 -0.4
H -0.2 0.1 0.0
C 1.4 0.3 -0.4
C -0.1 -0.6 0.1
C 0.4 0.5 -0.2
C -1.2 1.0 1.2
N -0.6 0.0 -0.4
H -1.1 0.0 0.3
H 0.1 -0.6 -0.5
H -0.4 -0.2 0.1
H 0.3 -0.1 -0.2
H 0.0 -0.2 0.2
H 0.2 -0.1 -0.4
H 0.1 0.2 0.4

Properties
charge: 0
orbital gap (alpha / beta): 0.2306 / 0.3584 Ha
2S+1: 2
calculated total energy: -2229.09542 a.u.
HOMO (alpha / beta): -6.1 / -10.1 eV
ΔE to the lowest compared entry with this formula, charge and spin: 188.71 kJ/mol

Atomic charges from the Löwdin analysis, expressed in e, are listed below: Mg 0.584; Cl 0.589; O -0.396; O -0.329; O -0.461; O -0.332; C -0.105; C -0.214; C -0.144; C -0.214; N 0.160; H 0.076; H 0.049; H 0.046; H 0.082; H 0.100; H 0.082; H 0.118; C -0.101; C -0.224; C -0.163; C -0.114; N 0.104; H 0.073; H 0.074; H 0.058; H 0.104; H 0.111; H 0.112; H 0.130; C -0.077; C -0.209; C -0.190; C -0.211; N 0.164; H 0.045; H 0.063; H 0.075; H 0.094; H 0.106; H 0.110; H 0.109; C -0.091; C -0.216; C -0.183; C -0.237; N 0.131; H 0.061; H 0.053; H 0.064; H 0.076; H 0.081; H 0.107; H 0.106; C -0.085; C -0.262; C -0.227; C -0.203; N 0.135; H 0.063; H 0.069; H 0.073; H 0.108; H 0.111; H 0.121; H 0.093; C -0.108; C -0.212; C -0.142; C -0.100; N 0.082; H 0.071; H 0.060; H 0.076; H 0.109; H 0.094; H 0.096; H 0.090

***

C13H23CoMnNO13 | ωB97M-V/def2-TZVPD

Element x y z (Å)
Co1 -2.21527 -0.83596 -2.32266
Mn1 -4.52040 -0.01801 -0.24037
C1 -4.71017 -0.19904 -2.77117
O1 -5.18073 0.70167 -2.08778
O2 -3.72063 0.35805 -3.22444
O3 -4.30362 -1.04165 -2.05453
C2 -2.01025 -0.47646 0.31636
O4 -2.99857 -0.90810 0.83659
O5 -1.41767 -1.19165 -0.42938
O6 -2.37256 0.44654 -0.42244
C3 4.74582 -7.05464 -0.87614
C4 3.57214 -7.32726 0.05559
O7 2.47694 -6.55855 -0.40999
C5 2.21212 -5.29913 0.03822
O8 2.76864 -4.72783 0.97071
O9 1.11694 -4.85139 -0.63644
C6 0.52982 -3.56792 -0.29574
H1 4.88282 -5.97754 -0.97198
H2 4.40320 -7.40268 -1.85060
H3 5.65557 -7.58240 -0.58993
H4 3.82197 -7.17902 1.10616
H5 3.37450 -8.38890 -0.09261
H6 1.02490 -2.76791 -0.84617
H7 0.44219 -3.43149 0.78214
H8 -0.51211 -3.51697 -0.61181
C7 0.34633 4.14603 -0.29223
C8 -0.94443 3.34287 -0.68905
O10 -2.09744 4.02963 -0.15421
C9 -3.28217 3.92595 -0.82877
O11 -3.47154 3.08891 -1.68117
O12 -4.24127 4.78717 -0.40584
C10 -3.91122 5.86597 0.43416
H9 1.16511 3.84585 -0.94614
H10 0.56042 4.01117 0.76800
H11 0.16562 5.19886 -0.50904
H12 -0.91286 2.30185 -0.36752
H13 -0.98264 3.35367 -1.77833
H14 -3.68374 5.56671 1.45729
H15 -4.83711 6.44088 0.45169
H16 -3.11645 6.53791 0.11020
C11 0.35915 1.92737 2.30680
O13 0.04257 2.70809 3.20654
N1 1.65479 1.79108 1.89910
C12 1.96929 1.17603 0.60559
C13 2.80905 2.46531 2.49505
H17 -0.38157 1.26350 1.83477
H18 2.26034 1.94067 -0.11463
H19 1.18025 0.56623 0.16553
H20 2.84832 0.54139 0.71799
H21 3.73841 2.38671 1.93095
H22 2.66820 3.54539 2.53606
H23 3.02919 2.04299 3.47550

Forces on the atoms, in the same order (eV/Å):
Co -0.6 0.9 0.0
Mn 1.2 0.4 -1.0
C 4.1 7.1 1.3
O -11.2 6.0 4.8
O 7.0 2.0 -11.2
O 1.1 -15.9 6.7
C -3.2 0.0 -4.9
O -6.7 -4.2 9.7
O 10.2 -8.7 -1.9
O -1.9 12.2 -3.5
C -0.5 0.3 -0.2
C 1.3 0.1 -0.1
O -1.0 0.6 -0.1
C -0.8 0.7 1.4
O -0.5 -1.0 -1.8
O 1.1 -0.7 0.4
C -0.4 0.1 0.2
H 0.4 0.0 0.2
H 0.3 0.0 -0.2
H 0.0 0.1 0.0
H -0.3 0.4 0.0
H -0.8 0.1 0.2
H 0.3 0.0 0.5
H 0.7 0.1 0.0
H 0.2 -0.6 -0.4
C -1.5 -0.4 -0.2
C 1.1 0.7 -0.4
O -0.7 0.8 0.1
C 0.9 -1.9 -0.7
O -0.2 1.6 1.0
O 1.0 -0.7 -0.6
C -0.5 0.8 0.8
H 0.1 -0.2 0.3
H 0.2 0.1 -0.1
H 0.0 0.1 0.2
H -0.3 0.1 0.1
H -0.4 -0.2 0.0
H 0.1 -0.3 -0.1
H 0.1 0.1 0.1
H 0.2 -0.4 -0.5
C 0.7 1.2 1.6
O 0.1 -0.8 -0.7
N 0.3 -0.8 -1.5
C 0.4 -0.2 0.1
C -0.5 0.5 0.4
H 0.3 0.1 -0.3
H -0.2 0.2 -0.1
H -0.3 0.2 0.3
H 0.0 -0.2 0.1
H -0.4 -0.6 -0.5
H -0.4 0.0 0.5
H -0.2 0.3 0.2

Properties
charge: -1
orbital gap (alpha / beta): 0.1559 / 0.2437 Ha
2S+1: 10
calculated total energy: -4075.53258 a.u.
HOMO (alpha / beta): -1.9 / -4.6 eV

Atomic charges from the Löwdin analysis, expressed in e, are listed below: Co 0.815; Mn 1.120; C -0.994; O -0.113; O -0.108; O -0.163; C -1.051; O -0.078; O -0.127; O -0.181; C -0.071; C -0.236; O 0.006; C -0.529; O 0.094; O -0.021; C -0.041; H 0.079; H 0.076; H 0.075; H 0.120; H 0.116; H 0.090; H 0.094; H 0.069; C -0.051; C -0.177; O -0.004; C -0.535; O 0.141; O 0.001; C -0.081; H 0.065; H 0.050; H 0.070; H 0.086; H 0.124; H 0.093; H 0.089; H 0.092; C -0.328; O -0.010; N -0.177; C -0.060; C -0.054; H 0.132; H 0.071; H 0.087; H 0.082; H 0.080; H 0.084; H 0.089

***

C30H46BrHgN3P2Se | ωB97M-V/def2-TZVPD

Element x y z (Å)
C1 -2.23525 -9.26721 -1.21791
C2 -2.40688 -8.21953 -2.15107
C3 -2.93099 -8.52518 -3.42410
C4 -3.27234 -9.85222 -3.69840
N1 -3.10731 -10.81044 -2.80150
C5 -2.61210 -10.55801 -1.60098
C6 -2.06035 -6.86810 -1.83204
C7 -1.74648 -5.74789 -1.45965
C8 -1.24078 -4.47231 -1.19946
C9 -1.47541 -3.85510 0.03424
C10 -1.00447 -2.55895 0.23286
C11 -0.34799 -1.99295 -0.84173
C12 0.01716 -2.61131 -2.02839
C13 -0.49617 -3.88105 -2.22951
Hg1 -0.29349 0.06749 -1.26198
P1 -2.41341 0.82624 -0.18845
H1 -3.07758 -7.76298 -4.18631
H2 -1.82892 -9.09979 -0.22244
H3 -3.68838 -10.12518 -4.67189
H4 -2.50468 -11.39661 -0.90706
H5 -0.34397 -4.41471 -3.16781
H6 -2.04116 -4.38609 0.80081
H7 0.57843 -2.10606 -2.80559
H8 -1.19798 -2.02707 1.16501
C14 -2.37289 2.64710 -0.16966
C15 -3.65250 3.34988 -0.60939
H9 -1.51286 2.95516 -0.78468
H10 -2.12364 2.93502 0.86415
H11 -3.52291 4.43119 -0.48836
H12 -3.89898 3.16335 -1.65923
H13 -4.50904 3.05316 0.00456
C16 -3.40497 0.19921 -1.60366
C17 -4.62638 -0.66370 -1.29574
H14 -2.70166 -0.40380 -2.21309
H15 -3.68174 1.07308 -2.21420
H16 -5.03307 -1.02557 -2.25278
H17 -4.39219 -1.54414 -0.67421
H18 -5.40982 -0.07407 -0.79894
C18 -3.14774 0.26473 1.37456
C19 -4.38798 1.02936 1.85982
H19 -2.33991 0.34296 2.12379
H20 -3.37546 -0.80766 1.26471
H21 -4.78750 0.52391 2.74928
H22 -4.14756 2.06226 2.14355
H23 -5.19645 1.05330 1.11673
Br1 1.56358 1.79400 -1.12479
P2 -0.58465 0.61244 -5.71507
C20 -2.10256 1.12689 -4.80838
C21 -2.72732 2.37744 -5.44441
H24 -1.86269 1.29379 -3.74567
H25 -2.81251 0.28746 -4.87379
H26 -3.75466 2.52334 -5.09213
H27 -2.16153 3.28394 -5.20111
H28 -2.77017 2.29480 -6.53778
C22 0.84011 1.13892 -4.66836
C23 2.04695 1.44422 -5.57075
H29 1.07565 0.31907 -3.97353
H30 0.58693 2.01239 -4.04639
H31 2.81219 2.01691 -5.03804
H32 2.50859 0.51114 -5.90926
H33 1.76186 2.01612 -6.46198
C24 -0.60442 -1.23788 -5.64349
C25 -1.26839 -1.84165 -6.89262
H34 -1.11831 -1.57233 -4.72829
H35 0.44205 -1.57641 -5.58729
H36 -1.03323 -2.90853 -6.97224
H37 -2.35917 -1.74768 -6.85721
H38 -0.91937 -1.36067 -7.81432
C26 3.14349 -0.92433 4.39862
N2 2.89143 0.48729 4.48603
C27 3.73755 1.39776 5.08829
C28 3.22080 2.63205 4.85372
N3 2.11577 2.46400 4.02872
C29 1.25493 3.51666 3.55205
C30 1.90300 1.12214 3.77410
Se1 0.68402 0.35366 2.67600
H39 3.81771 -1.17432 5.21754
H40 3.62588 -1.17744 3.44845
H41 2.21553 -1.49438 4.48973
H42 4.61706 1.04419 5.60009
H43 3.55466 3.59064 5.21474
H44 0.76030 4.01838 4.39369
H45 1.81551 4.26061 2.97416
H46 0.50221 3.05956 2.91043

Forces on the atoms, in the same order (eV/Å):
C -0.2 0.1 -0.3
C -0.2 -0.7 -0.3
C 0.0 -0.2 0.3
C 0.3 0.8 0.3
N -0.3 -1.0 -0.3
C 0.2 0.9 0.1
C 0.5 1.4 0.9
C -0.8 -2.9 -0.9
C 0.1 0.2 -0.2
C 0.2 0.3 0.0
C -0.2 -0.2 -0.1
C 0.1 -0.6 -0.1
C -0.3 0.0 0.1
C 0.0 0.1 0.2
Hg 1.5 1.6 0.9
P -0.7 0.1 -0.3
H 0.1 -0.1 0.3
H -0.1 0.1 -0.3
H 0.1 0.0 0.3
H 0.0 0.2 -0.3
H 0.0 0.1 0.3
H 0.2 0.2 -0.2
H 0.1 -0.1 0.0
H 0.0 -0.1 -0.3
C 0.3 0.2 0.0
C -0.3 0.2 0.0
H -0.2 0.0 0.1
H 0.0 -0.1 -0.2
H 0.0 -0.2 -0.1
H 0.1 0.0 0.2
H 0.1 0.1 -0.2
C 0.0 -0.1 -0.5
C -0.4 0.0 0.0
H -0.5 0.3 0.2
H 0.1 -0.3 0.1
H 0.1 0.1 0.4
H 0.0 0.4 -0.3
H 0.2 -0.3 -0.1
C 0.3 -0.4 0.4
C -0.2 0.1 0.1
H -0.3 -0.1 -0.1
H 0.1 0.3 0.0
H 0.1 0.1 -0.2
H 0.0 -0.3 -0.1
H 0.3 0.0 0.2
Br -0.3 -0.3 -0.1
P 0.0 0.4 -1.2
C -0.1 -0.2 0.0
C -0.2 0.1 0.1
H -0.2 0.0 0.0
H 0.1 0.2 0.1
H 0.1 0.0 0.0
H 0.0 -0.2 -0.1
H 0.1 -0.1 0.3
C -0.1 -0.1 0.2
C 0.2 -0.1 0.1
H 0.2 0.1 0.1
H -0.1 -0.2 -0.3
H -0.1 -0.1 0.0
H 0.0 0.1 -0.1
H -0.1 -0.1 0.3
C 0.1 0.0 0.2
C 0.0 -0.1 0.0
H 0.1 -0.1 -0.1
H -0.2 0.1 0.0
H -0.1 0.1 0.0
H 0.2 0.1 0.0
H 0.0 0.0 0.3
C 0.4 -1.0 0.1
N 0.1 1.0 -0.7
C -1.0 -1.3 -0.4
C -1.0 0.0 -1.0
N 0.7 -0.7 0.7
C -0.5 0.8 -0.2
C 1.6 1.2 1.4
Se -0.2 -0.1 -0.2
H -0.1 -0.2 -0.1
H -0.1 0.1 0.2
H 0.2 0.2 0.1
H -0.1 0.2 0.2
H -0.1 0.1 -0.2
H 0.2 -0.2 -0.2
H 0.0 -0.3 0.2
H 0.1 0.2 0.1

Properties
charge: +2
orbital gap (alpha / beta): 0.1253 / 0.1092 Ha
calculated total energy: -7145.87899 a.u.
HOMO (alpha / beta): -11.8 / -11.8 eV
ΔE to the lowest compared entry with this formula, charge and spin: 81.04 kJ/mol

Atomic charges from the Löwdin analysis, expressed in e, are listed below: C -0.002; C -0.224; C -0.007; C -0.126; N 0.062; C -0.127; C 0.078; C 0.032; C -0.229; C 0.003; C -0.113; C -0.279; C -0.118; C 0.010; Hg 0.772; P 0.890; H 0.115; H 0.115; H 0.116; H 0.116; H 0.142; H 0.136; H 0.092; H 0.085; C -0.388; C -0.118; H 0.058; H 0.090; H 0.093; H 0.072; H 0.067; C -0.403; C -0.114; H 0.041; H 0.074; H 0.093; H 0.077; H 0.075; C -0.388; C -0.116; H 0.043; H 0.078; H 0.092; H 0.079; H 0.070; Br -0.086; P 0.963; C -0.457; C -0.169; H 0.030; H 0.075; H 0.064; H 0.071; H 0.068; C -0.485; C -0.168; H 0.018; H 0.041; H 0.069; H 0.071; H 0.065; C -0.447; C -0.169; H 0.051; H 0.076; H 0.069; H 0.068; H 0.068; C -0.024; N -0.119; C 0.042; C 0.045; N -0.101; C -0.012; C -0.656; Se 0.922; H 0.110; H 0.116; H 0.089; H 0.152; H 0.153; H 0.118; H 0.119; H 0.044

***

C5H6N | ωB97M-V/def2-TZVPD

Element x y z (Å)
C1 2.12423 0.59038 -0.48648
C2 1.60459 -0.85208 0.14777
C3 -0.60744 0.81306 0.54221
C4 -1.08978 -0.54779 0.16471
C5 0.35917 -0.32710 0.10524
N1 2.73282 0.09144 0.43044
H1 1.99741 1.16298 -1.46829
H2 2.02761 -1.85132 -0.27660
H3 -0.71196 1.77224 0.06142
H4 -0.53672 0.91754 1.71907
H5 -1.56564 -1.23700 0.79834
H6 -1.64315 -0.69220 -0.80106

Forces on the atoms, in the same order (eV/Å):
C 0.4 0.9 -4.2
C 6.4 -2.0 -2.4
C 0.7 -0.8 3.0
C -0.7 0.4 -1.4
C -6.4 1.3 0.4
N 0.1 -0.7 3.1
H 0.2 -0.6 1.9
H -1.3 1.8 0.7
H -0.2 -0.2 -0.6
H 0.1 0.0 -2.3
H -0.2 -0.5 1.7
H 1.0 0.4 0.2

Properties
charge: +1
orbital gap (alpha / beta): 0.2640 / 0.2531 Ha
2S+1: 3
calculated total energy: -248.25095 a.u.
HOMO (alpha / beta): -11.9 / -16.1 eV
ΔE to the lowest compared entry with this formula, charge and spin: 546.67 kJ/mol

Atomic charges from the Löwdin analysis, expressed in e, are listed below: C 0.073; C -0.026; C 0.001; C -0.068; C -0.163; N 0.229; H 0.207; H 0.198; H 0.112; H 0.177; H 0.106; H 0.155